Below is C2H3NO2S as an isolated structure at a distorted geometry, with properties calculated with ωB97M-V with the def2-TZVPD basis set.

Element x y z (Å)
C 0.96838 -0.46056 -0.94583
C -0.44555 -0.07366 0.32202
N -0.14304 -0.72479 1.54768
O 0.90980 -0.44479 2.08706
O -0.95707 -1.51833 1.97099
S 0.61613 -1.01982 -2.36722
H 1.90331 -0.31590 -0.43561
H -0.30368 1.00059 0.37185
H -1.37183 -0.39558 -0.13242

Summary:
LUMO level ... -0.9376 eV
HOMO energy ... -9.431 eV
Gap between HOMO and LUMO ... 8.49 eV
Charge ... 0

Below is C2H3NO2S as an isolated structure at a distorted geometry, with properties calculated with ωB97M-V with the def2-TZVPD basis set.

Element x y z (Å)
C 0.58085 0.58418 -0.05703
C -1.93939 -0.25772 -0.07736
H 2.16925 -1.14129 0.54079
H -0.15175 1.41630 0.04084
H -2.79329 -1.03768 0.20360
N 1.80646 0.78725 -0.14287
O 2.66203 -0.24584 -0.16319
O -2.03419 0.94069 -0.16117
S -0.29998 -1.04589 -0.18361

Summary:
LUMO level ... -0.1816 eV
HOMO energy ... -9.595 eV
Gap between HOMO and LUMO ... 9.41 eV
Charge ... 0

Below is a 2-piece molecular cluster, C2H3NO2S overall at a distorted geometry, with properties calculated with ωB97M-V with the def2-TZVPD basis set.

Element x y z (Å)
C 0.79785 0.93262 0.43953
C -1.70361 0.41437 -0.27363
H 0.99906 -0.90795 -0.90203
H 0.54583 2.05258 0.63423
H -1.48853 1.48705 -0.51239
N 1.99848 0.73665 -0.11552
O 2.25571 -0.66272 -0.59306
O -2.76251 -0.02094 -0.44042
S -0.28480 -0.65006 0.55383

Summary:
LUMO level ... 0.0370 eV
HOMO energy ... -9.891 eV
Gap between HOMO and LUMO ... 9.93 eV
Charge ... 0

Below is C2H3NO2S as an isolated structure at a distorted geometry, with properties calculated with ωB97M-V with the def2-TZVPD basis set.

Element x y z (Å)
C -0.22208 -1.01558 1.47011
C 0.96965 0.56010 0.74620
N 0.55448 -0.70247 0.39103
O -0.72212 -1.96302 2.00576
O -0.44597 0.87990 -2.18813
S 0.04808 0.69743 2.17378
H 0.14456 1.43103 -1.80282
H 0.91727 -1.27252 -0.39566
H -1.24386 1.38513 -2.40029

Summary:
LUMO level ... -0.2562 eV
HOMO energy ... -9.740 eV
Gap between HOMO and LUMO ... 9.48 eV
Charge ... 0

Below is the molecule C2H3NO2S at a distorted geometry, with properties calculated with ωB97M-V with the def2-TZVPD basis set.

Element x y z (Å)
C -1.21404 0.50932 0.59991
C 0.40010 -0.15676 -0.88191
N 1.61386 -1.58186 1.19966
O -0.53133 1.43049 0.93466
O -0.89362 -0.40477 -0.36662
S 1.81869 -0.39704 0.40777
H -2.26635 0.42404 0.82107
H 0.41301 -0.73423 -1.70234
H 0.65968 0.91080 -1.01222

Summary:
LUMO level ... -0.6637 eV
HOMO energy ... -8.925 eV
Gap between HOMO and LUMO ... 8.26 eV
Charge ... 0

Below is the molecule C2H3NO2S at a distorted geometry, with properties calculated with ωB97M-V with the def2-TZVPD basis set.

Element x y z (Å)
O 1.67614 1.31919 0.06700
C 0.74120 0.58185 -0.02547
S 1.11548 -1.18316 -0.01438
C -0.66864 1.18872 -0.10353
N -1.83061 0.61597 0.03627
O -1.91493 -0.79649 -0.04412
H -0.17679 -1.52285 0.14427
H -0.66888 2.27864 0.00887
H -2.71271 -0.94197 0.41412

Summary:
LUMO level ... -0.2942 eV
SMILES ... O=C(S)/C=N\O
HOMO energy ... -10.055 eV
Gap between HOMO and LUMO ... 9.76 eV
Charge ... 0

Below is a 2-piece molecular cluster, C2H3NO2S overall at a distorted geometry, with properties calculated with ωB97M-V with the def2-TZVPD basis set.

Element x y z (Å)
C 0.87406 0.45943 0.66054
C -1.72022 -0.72260 -0.08787
N 1.56583 0.55287 -0.50382
O 1.40776 1.59921 -1.12527
O 2.20866 -0.42869 -0.84904
S 0.90428 0.76556 2.19081
H -2.20666 -0.25182 0.73846
H -1.80431 -0.31003 -1.07086
H -1.22940 -1.66394 0.04705

Summary:
LUMO level ... -2.5129 eV
HOMO energy ... -8.067 eV
Gap between HOMO and LUMO ... 5.55 eV
Charge ... 0

Below is the molecule C2H3NO2S at a distorted geometry, with properties calculated with ωB97M-V with the def2-TZVPD basis set.

Element x y z (Å)
N -1.93158 -0.31630 0.01750
O -0.84449 0.51807 -0.09750
C 0.34789 -0.11654 0.11943
O 0.38289 -1.32716 0.32057
C 1.50294 0.76272 0.08808
S 3.04653 0.18458 0.22589
H -1.44859 -1.15458 0.27205
H -2.35679 -0.45960 -0.96409
H 1.30121 1.90882 0.01806

Summary:
LUMO level ... -1.8403 eV
SMILES ... NOC(=O)C=S
HOMO energy ... -9.611 eV
Gap between HOMO and LUMO ... 7.77 eV
Charge ... 0

Below is a 2-piece molecular cluster, C2H3NO2S overall at a distorted geometry, with properties calculated with ωB97M-V with the def2-TZVPD basis set.

Element x y z (Å)
C -1.23081 -0.71290 -0.20341
C -1.02216 0.56246 0.18201
N 2.14754 -0.09028 -0.16132
O 3.22783 0.20827 -0.57266
O 1.62175 -0.32971 0.87867
S -0.32831 1.80508 -0.69058
H -1.81143 -1.30661 0.58367
H -1.33834 -0.96817 -1.22498
H -1.26606 0.83186 1.20860

Summary:
LUMO level (alpha / beta) ... -1.4046 / -2.1938 eV
HOMO energy (alpha / beta) ... -9.238 / -8.925 eV
Gap between HOMO and LUMO (alpha / beta) ... 7.83 / 6.73 eV
Charge ... 0

Below is the molecule C2H3NO2S2 at a distorted geometry, with properties calculated with ωB97M-V with the def2-TZVPD basis set.

Element x y z (Å)
C 0.04624 0.04087 0.15619
C -1.50714 0.33027 0.13025
S -2.03886 1.80004 -0.53081
N -2.23179 -0.59691 0.57582
S -3.93394 -0.43889 0.47502
O -4.30585 -1.57279 -0.33612
O -4.15836 0.95470 -0.17150
H 0.15255 -0.63247 1.03001
H 0.77551 0.88823 0.08530
H 0.02508 -0.55762 -0.72176

Summary:
LUMO level (alpha / beta) ... -2.3479 / -3.1028 eV
SMILES ... CC(=S)N=S(=O)=O
HOMO energy (alpha / beta) ... -9.930 / -9.702 eV
Gap between HOMO and LUMO (alpha / beta) ... 7.58 / 6.60 eV
Charge ... 0

Below is a 2-piece molecular cluster, C2H3NO3 overall at a distorted geometry, with properties calculated with ωB97M-V with the def2-TZVPD basis set.

Element x y z (Å)
C 1.70277 -0.39003 0.01881
C -1.41663 0.64570 0.45416
N 1.99696 0.66396 -0.49175
O 1.01097 -1.24538 0.50155
O -1.40171 0.18152 -0.87852
O -1.54283 -0.79744 0.22263
H -2.47702 0.96618 0.70116
H -0.69749 -1.20491 0.35815
H 2.82498 1.18039 -0.88618

Summary:
LUMO level ... 0.4135 eV
HOMO energy ... -7.682 eV
Gap between HOMO and LUMO ... 8.10 eV
Charge ... 0

Below is a 2-piece molecular cluster, C2H3NO3 overall at a distorted geometry, with properties calculated with ωB97M-V with the def2-TZVPD basis set.

Element x y z (Å)
O 2.33983 -0.04248 -0.10328
C -1.73181 0.57782 -0.20101
N -0.66753 1.05972 0.33516
C -0.58398 -0.42711 0.27464
O 0.13176 -0.95854 -0.60846
O -2.89772 0.43836 -0.11114
H 1.35779 -0.32960 -0.33737
H 2.74756 0.78030 -0.38396
H -0.69589 -1.09847 1.13543

Summary:
LUMO level ... -2.8092 eV
HOMO energy ... -10.541 eV
Gap between HOMO and LUMO ... 7.73 eV
Charge ... 0

Below is the molecule C2H3NO3 at a distorted geometry, with properties calculated with ωB97M-V with the def2-TZVPD basis set.

Element x y z (Å)
O -0.59746 -0.48143 2.19877
C -0.96154 -0.02817 1.11210
N 0.05023 0.65062 0.47943
O -0.19504 0.54760 -0.76033
C 0.78068 -0.06069 -1.45964
O 1.67449 -0.59819 -0.80812
H -2.17268 -0.18594 0.93055
H 0.92405 0.35145 0.72787
H 0.49727 -0.19526 -2.42063

Summary:
LUMO level ... 0.7308 eV
SMILES ... O=CNOC=O
HOMO energy ... -9.859 eV
Gap between HOMO and LUMO ... 10.59 eV
Charge ... 0

Below is the molecule C2H3NO3 at a distorted geometry, with properties calculated with ωB97M-V with the def2-TZVPD basis set.

Element x y z (Å)
O 0.64387 -0.76605 2.06234
C 0.33776 -0.31655 0.83243
N 0.86135 -0.64581 -0.30014
C -0.18294 0.32332 -0.50966
O -1.39327 -0.03690 -0.98059
O 0.22945 1.65506 -0.78900
H 1.39372 -1.30422 1.81593
H -1.43065 -1.00726 -0.91154
H -0.45930 2.09842 -1.21977

Summary:
LUMO level ... 0.5809 eV
SMILES ... OC1=NC1(O)O
HOMO energy ... -9.447 eV
Gap between HOMO and LUMO ... 10.03 eV
Charge ... 0

Below is a 2-piece molecular cluster, C2H3NO3 overall at a distorted geometry, with properties calculated with ωB97M-V with the def2-TZVPD basis set.

Element x y z (Å)
C -1.49298 1.63813 1.11555
C 0.77508 -1.22955 -0.87679
N 0.91620 0.64008 0.65153
O -1.80590 1.60665 0.03385
O -1.30563 1.62221 2.24852
O 0.72395 0.30353 -0.53394
H 0.29278 -1.32720 -1.80390
H 0.18901 -1.62047 0.07460
H 1.70751 -1.63338 -0.90942

Summary:
LUMO level (alpha / beta) ... 0.0247 / 0.0437 eV
HOMO energy (alpha / beta) ... -8.723 / -8.738 eV
Gap between HOMO and LUMO (alpha / beta) ... 8.75 / 8.78 eV
Charge ... 0

Below is an isolated ion of composition C2H3NO3 and charge +1 at a distorted geometry, with properties calculated with ωB97M-V with the def2-TZVPD basis set.

Element x y z (Å)
O -1.97875 -0.26568 0.25880
C -1.45906 0.50286 -0.49584
N -0.06353 0.61460 -0.56678
C 0.93516 -0.06856 0.16985
O 0.63147 -1.21685 0.67099
O 2.03898 0.40097 -0.02805
H -1.94310 1.26502 -1.12803
H 0.26556 1.42526 -1.09475
H -0.27642 -1.38921 0.93285

Summary:
LUMO level (alpha / beta) ... -5.5691 / -11.0393 eV
HOMO energy (alpha / beta) ... -18.112 / -17.426 eV
Spin multiplicity ... 2
Gap between HOMO and LUMO (alpha / beta) ... 12.54 / 6.39 eV
Charge ... +1

Below is a 2-piece molecular cluster, C2H3NO3S overall at a distorted geometry, with properties calculated with ωB97M-V with the def2-TZVPD basis set.

Element x y z (Å)
C 2.58077 -0.39542 -0.01841
S 0.96378 -0.69721 -0.19757
O 0.11823 0.25444 0.49261
O 0.63788 -2.09676 -0.13329
H 3.43350 -0.91513 -0.34214
H 2.78160 0.62637 0.13507
N -2.58368 1.36627 -0.50388
C -2.60910 0.34251 0.14340
O -2.66732 -0.76426 0.52523
H -2.65564 2.27921 -0.10102

Summary:
LUMO level (alpha / beta) ... -1.7780 / -1.7782 eV
SMILES ... C=S(=O)=O.N=C=O
HOMO energy (alpha / beta) ... -10.170 / -10.169 eV
Gap between HOMO and LUMO (alpha / beta) ... 8.39 / 8.39 eV
Charge ... 0

Below is the molecule C2H3NO3S at a distorted geometry, with properties calculated with ωB97M-V with the def2-TZVPD basis set.

Element x y z (Å)
O -0.54198 -1.81099 -0.83833
C -0.60650 -0.90548 -0.03511
O -1.52957 -0.74955 0.89165
C 0.42259 0.21679 0.00635
S 2.04304 -0.09122 0.14325
N -0.06756 1.46052 0.00246
O -1.37900 1.67261 -0.44939
H -2.18042 -1.45942 0.78280
H 0.54574 2.24779 -0.13792
H -1.87323 1.68305 0.38708

Summary:
LUMO level ... -0.1564 eV
SMILES ... O=C(O)C(=S)NO
HOMO energy ... -8.981 eV
Gap between HOMO and LUMO ... 8.82 eV
Charge ... 0

Below is the molecule C2H3NO5S2 at a distorted geometry, with properties calculated with ωB97M-V with the def2-TZVPD basis set.

Element x y z (Å)
C 0.63394 -0.74782 0.94991
C -0.24980 0.48351 0.44809
N -1.62932 -0.75618 -0.87470
O 1.98788 -0.54936 0.93982
O 2.50072 -1.99198 -1.09260
O -2.17739 -2.93333 0.19577
O 0.08507 -1.89765 0.79231
O -1.56107 0.07994 0.21187
S 3.20868 -1.45532 0.04487
S -1.08575 -2.36450 -0.48844
H -0.33452 1.39333 1.13337
H 0.24645 0.78196 -0.56810
H -1.35185 -0.25633 -1.69796

Summary:
LUMO level (alpha / beta) ... -0.4020 / -1.2920 eV
HOMO energy (alpha / beta) ... -8.865 / -7.092 eV
Gap between HOMO and LUMO (alpha / beta) ... 8.46 / 5.80 eV
Charge ... 0

Below is a 2-piece molecular cluster, C2H3NOS overall at a distorted geometry, with properties calculated with ωB97M-V with the def2-TZVPD basis set.

Element x y z (Å)
O 3.39917 -1.57068 0.03882
C 3.36946 -0.42787 -0.05591
S 3.48711 1.12450 -0.09466
C 0.07388 -0.00050 -0.49562
N -1.04280 -0.55886 -0.40012
H 1.05695 -0.25309 -0.00897
H 0.34150 0.48816 -1.40947
H -1.14793 -1.03255 0.48106

Summary:
LUMO level ... 0.4672 eV
SMILES ... O=C=S.C=N
HOMO energy ... -10.097 eV
Gap between HOMO and LUMO ... 10.56 eV
Charge ... 0

Table of electronic energy (eV), in record order: -18537.95173; -18539.12852; -18537.90248; -18540.28977; -18539.76871; -18540.48816; -18534.56725; -18540.16136; -18537.12650; -29374.65176; -9747.71108; -9750.71134; -9751.60123; -9752.67068; -9750.93739; -9744.62901; -20587.36579; -20588.73700; -35514.12450; -16494.50389